The following is a quantum chemistry calculation of an isolated molecule of CH6OP2 at a distorted geometry, from OMol25.

Cartesian coordinates (Å):
C1 1.318 -0.491 -0.388
P1 0.287 1.023 -0.399
P2 -1.948 -0.304 -0.129
O1 -2.814 0.719 0.421
H1 1.748 -0.490 -1.324
H2 2.129 -0.398 0.414
H3 0.587 -1.273 -0.171
H4 -0.297 0.738 0.862
H5 1.199 1.955 -0.064
H6 -2.208 -1.479 0.778

HOMO-LUMO gap (eV): 7.9
Multiplicity: 1
Structure (SMILES): C[PH2]=[PH]=O
Energy relative to the best compared isomer or geometry (same formula, charge and spin) (kcal per mole): 58.6